# 1
The following is a quantum chemistry calculation of a molecular structure, C30H29AsN2NiS, from the OMol25 dataset.

Geometry as XYZ:
```
64
Properties=species:S:1:pos:R:3:forces:R:3
Ni -0.8180 1.1805 -0.8702 0.2 -0.4 0.1
N 0.2096 3.2375 -0.2039 0.0 0.1 0.2
C -0.6318 4.1795 -0.9343 0.0 -0.1 0.0
C -2.0904 3.7652 -0.8108 0.0 0.0 0.0
N -2.3052 2.4189 -1.3854 0.0 0.0 0.1
H 0.1149 3.3580 0.7971 0.0 0.0 0.0
H 1.1917 3.3319 -0.4295 -0.1 0.0 -0.1
H -0.3410 4.1409 -1.9864 0.0 0.0 0.0
H -0.5309 5.2153 -0.5915 0.0 0.0 0.0
H -2.7217 4.5058 -1.3089 0.0 0.0 0.0
H -2.3824 3.7243 0.2400 0.0 0.0 0.0
H -2.3856 2.4804 -2.3966 0.1 -0.1 0.0
H -3.1704 2.0191 -1.0381 0.0 0.0 0.0
S -0.0502 1.3074 -2.9805 0.0 0.0 -0.1
C 1.2805 0.1794 -3.1701 0.1 -0.1 0.0
C 1.9226 0.0548 -4.4122 -0.1 0.0 0.0
C 3.0137 -0.7758 -4.5667 0.0 0.0 0.0
C 3.5204 -1.5019 -3.4901 0.0 0.0 0.0
C 2.8983 -1.3956 -2.2602 -0.1 0.0 0.0
C 1.7718 -0.5869 -2.1080 0.1 -0.1 0.0
As 0.8934 -0.2932 -0.4249 -0.5 0.3 -0.2
C 2.3473 0.4894 0.5943 0.0 0.0 0.1
C 2.5827 0.1983 1.9319 0.0 0.0 0.0
C 3.6071 0.8444 2.6130 0.0 0.0 0.0
C 4.3970 1.7816 1.9648 0.0 0.0 0.0
C 4.1678 2.0702 0.6254 0.0 0.0 0.0
C 3.1467 1.4255 -0.0571 0.0 0.0 0.0
C 0.6002 -2.0162 0.4061 0.0 0.1 0.1
C 0.7484 -3.2115 -0.2870 -0.1 0.0 -0.1
C 0.4433 -4.4178 0.3308 0.0 0.0 0.0
C -0.0118 -4.4351 1.6399 0.0 0.0 0.0
C -0.1663 -3.2428 2.3348 0.0 0.0 0.0
C 0.1339 -2.0381 1.7206 -0.1 0.0 0.0
H 1.5541 0.6344 -5.2490 0.0 0.0 0.0
H 3.4893 -0.8510 -5.5370 0.0 0.0 0.0
H 4.3913 -2.1325 -3.6096 0.0 0.0 0.0
H 3.2960 -1.9312 -1.4056 0.0 0.0 0.0
H 1.9781 -0.5379 2.4467 0.1 0.1 0.0
H 3.7883 0.6088 3.6541 0.0 0.0 0.0
H 5.1958 2.2807 2.4978 0.0 0.0 0.0
H 4.7900 2.7903 0.1093 0.0 0.0 0.0
H 2.9836 1.6342 -1.1100 0.0 0.0 0.0
H 1.0731 -3.2064 -1.3189 0.1 0.0 0.0
H 0.5534 -5.3437 -0.2189 0.0 0.0 0.0
H -0.2554 -5.3759 2.1168 0.0 0.0 0.0
H -0.5386 -3.2461 3.3513 0.0 0.0 0.0
H -0.0185 -1.1113 2.2622 -0.1 0.0 0.0
C -4.4796 -2.5685 0.5170 0.0 0.0 -0.1
C -3.7771 -2.1394 -0.6311 -0.1 0.0 0.0
C -2.9219 -1.0771 -0.5553 0.0 0.0 0.0
C -2.7007 -0.3815 0.6649 0.1 0.0 -0.1
C -1.7513 0.6980 0.7494 0.0 -0.1 -0.1
C -1.6144 1.2995 1.9766 0.1 0.0 0.1
C -2.3369 0.8848 3.1249 0.0 0.0 -0.1
C -3.2155 -0.1529 3.0453 0.0 0.0 0.0
C -3.4190 -0.8134 1.8060 0.0 0.0 0.1
C -4.3061 -1.9140 1.7012 0.0 0.0 0.0
H -5.1533 -3.4136 0.4536 0.0 0.0 0.0
H -3.9155 -2.6564 -1.5722 0.0 0.0 0.0
H -2.3820 -0.7559 -1.4404 0.0 0.0 0.0
H -0.9053 2.1107 2.1095 0.0 0.0 0.0
H -2.1794 1.3933 4.0689 0.0 0.0 0.0
H -3.7658 -0.4865 3.9176 0.0 0.0 0.0
H -4.8419 -2.2327 2.5887 0.0 0.0 0.0
```
Forces are in eV/Å.

Summary:
Kohn-Sham gap (alpha / beta) = 7.661 / 7.657 eV
Net charge = 0
M = 583.26 g mol⁻¹

Atomic partial charges in e from the natural (NBO) method, atoms 1 to 4:
1. Ni 0.67
2. N -0.87
3. C -0.23
4. C -0.23

***

# 2
The following is a quantum chemistry calculation of 12 unconnected molecules or ions with the total composition C20H9Cl44F2NO4S in a non-equilibrium geometry, from the OMol25 dataset.

Geometry as XYZ:
```
81
Properties=species:S:1:pos:R:3:forces:R:3
O 0.8795 -2.8282 1.5935 -0.2 0.2 1.0
C 1.0662 -2.8574 0.4307 0.2 0.0 -0.4
O 0.0490 -3.2397 -0.4580 0.1 0.3 -0.3
N -1.0464 -2.3779 -0.2596 -0.2 -0.3 -0.1
C -1.2095 -1.4482 -1.3749 -0.3 0.7 -0.2
C -1.5139 -0.0178 -0.8818 0.4 -0.1 -0.1
F -1.8985 -0.0184 0.4375 -0.2 0.0 0.1
S -2.4105 -3.2467 0.1295 -0.2 -0.2 -0.6
O -2.1997 -4.6263 -0.0974 0.1 0.0 0.5
O -3.5357 -2.5771 -0.4162 0.1 0.2 0.1
F -2.4544 -2.9927 1.6504 0.1 -0.2 0.2
C 2.3188 -2.4834 -0.2582 0.2 -0.2 -0.4
C 3.3109 -1.7857 0.4398 0.1 0.0 -0.7
C 4.4514 -1.3786 -0.2418 0.1 -0.1 -0.1
C 4.6385 -1.6764 -1.5932 -0.7 -0.3 0.3
C 3.6572 -2.4015 -2.2709 0.0 0.2 0.3
C 2.4996 -2.8017 -1.6092 0.5 0.4 0.1
H -1.9794 -1.7520 -2.0760 0.0 -0.3 0.1
H -0.2761 -1.4002 -1.9234 0.2 -0.3 0.0
H -2.2914 0.4465 -1.4829 -0.2 0.0 0.0
H -0.6136 0.5898 -0.9684 0.1 0.1 0.2
H 3.1995 -1.5439 1.4835 -0.2 0.0 0.1
H 5.2158 -0.8353 0.2935 0.1 0.1 0.0
H 5.5307 -1.3494 -2.1012 0.1 0.0 -0.1
H 3.7769 -2.6448 -3.3152 0.1 0.0 -0.1
H 1.7503 -3.3562 -2.1480 -0.2 -0.1 0.0
Cl -2.7188 -4.8405 -3.4387 0.0 0.0 0.0
C -3.5362 -6.3548 -3.0120 0.0 0.0 0.0
Cl -4.4881 -6.9027 -4.3974 0.0 0.0 0.0
Cl -2.3291 -7.5767 -2.6074 0.0 0.0 0.0
Cl -4.5957 -6.0863 -1.6340 -0.1 0.0 0.0
Cl -1.3460 3.1840 1.3024 -0.1 0.0 0.0
C -2.0517 2.7738 2.8733 0.2 0.0 0.0
Cl -1.4662 3.9389 4.0640 -0.1 0.0 0.0
Cl -3.8137 2.8514 2.7878 0.0 0.0 0.0
Cl -1.5434 1.1495 3.3283 0.0 0.0 0.1
Cl -2.9507 -1.1383 -4.3968 0.2 -0.2 -0.3
C -2.0186 -0.0503 -5.4303 -0.1 0.1 0.0
Cl -3.0405 1.3207 -5.8528 0.1 0.1 0.0
Cl -0.5901 0.5172 -4.5496 0.0 0.0 0.0
Cl -1.5076 -0.8945 -6.8903 0.0 0.0 0.0
Cl -0.8812 6.3184 6.2217 0.0 0.1 0.0
C 0.8755 6.4822 6.2166 0.0 0.0 0.0
Cl 1.3782 7.4015 4.7939 0.0 0.0 0.0
Cl 1.3895 7.3290 7.6784 0.0 0.0 0.0
Cl 1.6100 4.8776 6.1741 0.0 0.0 0.0
Cl 3.7201 -4.1806 2.4350 0.1 -0.1 0.0
C 3.7729 -5.4336 3.6766 0.0 0.0 0.0
Cl 2.4393 -5.1938 4.8067 0.0 0.0 0.0
Cl 3.6229 -7.0197 2.9150 0.0 0.0 0.0
Cl 5.3091 -5.3423 4.5481 0.0 0.0 0.0
Cl -6.8956 -1.2553 -0.1568 0.0 0.0 0.0
C -6.1565 0.0331 -1.1062 0.1 -0.1 0.1
Cl -5.2284 -0.6683 -2.4400 -0.2 0.2 0.2
Cl -7.4152 1.0851 -1.7624 0.0 0.0 0.0
Cl -5.0729 0.9754 -0.0775 0.0 0.0 0.0
Cl 0.8838 7.6471 -1.3202 -0.2 -0.1 0.0
C 0.2515 6.4231 -0.2182 0.0 0.0 0.1
Cl -1.4107 6.8129 0.2234 0.0 0.0 0.0
Cl 0.2908 4.8370 -0.9996 0.1 0.0 -0.2
Cl 1.2403 6.3686 1.2478 0.0 0.0 0.0
Cl 6.6177 7.1405 -1.6742 0.0 0.0 0.0
C 5.0761 8.0034 -1.6920 0.1 0.0 0.0
Cl 4.2318 7.6555 -3.2028 -0.1 0.0 0.0
Cl 4.0891 7.4809 -0.3270 0.2 0.0 0.0
Cl 5.3719 9.7405 -1.5734 0.0 0.0 0.0
Cl -4.2343 4.4324 -7.3672 0.0 0.0 0.0
C -2.6418 5.1073 -7.7362 0.0 0.0 0.0
Cl -2.7776 6.2281 -9.0912 0.0 0.0 0.0
Cl -2.0316 5.9598 -6.3169 0.0 0.0 0.0
Cl -1.5382 3.7963 -8.1568 0.1 0.0 0.0
Cl -1.7225 2.5865 7.7238 0.0 0.0 0.0
C -2.5678 3.7978 8.6889 0.0 0.0 0.0
Cl -1.3912 4.8888 9.4274 0.0 0.0 0.0
Cl -3.6618 4.7152 7.6446 0.0 0.0 0.0
Cl -3.5045 3.0018 9.9559 0.0 0.0 0.0
Cl 6.0653 -10.1781 2.2829 0.0 0.0 0.0
C 4.8096 -10.6654 1.1421 0.0 0.0 0.0
Cl 5.0700 -9.8516 -0.4031 0.0 0.0 0.0
Cl 4.8694 -12.4136 0.9066 0.0 0.0 0.0
Cl 3.2280 -10.2117 1.7840 -0.1 0.0 0.0
```
Forces are in eV/Å.

Summary:
SMILES = O=C(ON(CCF)S(=O)(=O)F)c1ccccc1.ClC(Cl)(Cl)Cl.ClC(Cl)(Cl)Cl.ClC(Cl)(Cl)Cl.ClC(Cl)(Cl)Cl.ClC(Cl)(Cl)Cl.ClC(Cl)(Cl)Cl.ClC(Cl)(Cl)Cl.ClC(Cl)(Cl)Cl.ClC(Cl)(Cl)Cl.ClC(Cl)(Cl)Cl.ClC(Cl)(Cl)Cl
Kohn-Sham gap = 9.977 eV
Net charge = 0
M = 1957.29 g mol⁻¹
Relative energy (zero: lowest compared OMol25 entry of this formula, charge and spin) = 0.0 kcal per mole

Atomic partial charges in e from the Mulliken method, atoms 1 to 4:
1. O -0.54
2. C 0.37
3. O -0.26
4. N 0.29

***

# 3
The following is a quantum chemistry calculation of 3 unconnected molecules or ions with the total composition C18H38BrN2O4, from the OMol25 dataset.

Geometry as XYZ:
```
63
Properties=species:S:1:pos:R:3:forces:R:3
C 5.4554 -0.7020 2.4111 0.0 0.0 -0.2
C 4.0500 -0.8770 1.8211 0.1 -0.2 0.3
C 3.4243 -2.0862 2.5355 0.2 0.0 -0.3
C 3.2459 0.4257 2.0482 -0.1 -0.2 0.1
C 2.0682 0.7416 1.0970 -0.3 -0.1 0.1
C 0.7615 0.1929 1.7311 0.0 0.3 -0.1
C -0.5599 0.5049 1.0133 -0.1 0.0 0.2
C -1.6303 -0.5695 1.2208 0.2 -0.1 -0.2
N -1.5354 -1.6914 0.2618 0.2 0.2 0.3
C 1.8311 2.2858 1.0169 -0.2 -0.3 -0.4
C 3.0596 3.1183 0.8246 0.3 0.3 0.6
O 3.7593 3.5190 1.6946 -0.1 -0.1 -0.2
Br 3.4885 3.6150 -1.0111 0.0 0.0 -0.2
C 2.3125 0.2254 -0.3335 0.3 0.1 0.1
C 3.0005 -1.1329 -0.5024 -0.1 -0.3 -0.2
C 3.4697 -1.2729 -1.9593 -0.3 -0.1 0.2
C 2.0887 -2.3300 -0.2170 0.0 0.1 -0.1
N 4.2117 -1.1357 0.3620 0.0 0.7 0.0
O 5.2118 -0.5273 -0.1620 0.0 -0.2 0.0
H 5.4064 -0.7626 3.4958 0.0 0.1 0.1
H 5.8978 0.2465 2.1225 0.0 0.0 0.0
H 6.1168 -1.4861 2.0452 0.0 -0.1 0.1
H 3.5690 -1.9637 3.6058 -0.1 0.0 0.1
H 3.9446 -2.9927 2.2257 0.0 -0.1 0.0
H 2.3701 -2.2188 2.3389 -0.1 0.0 0.1
H 3.9576 1.2437 2.0782 0.1 0.1 -0.2
H 2.8309 0.3567 3.0567 0.1 0.1 0.1
H 0.8519 -0.8739 1.9155 0.0 -0.1 -0.1
H 0.7020 0.6579 2.7186 0.0 -0.2 0.1
H -0.4138 0.6584 -0.0574 0.0 0.0 -0.1
H -0.9572 1.4455 1.3987 0.0 0.1 -0.1
H -2.6162 -0.1145 1.1423 -0.1 0.0 0.0
H -1.5130 -0.9657 2.2302 -0.2 0.0 0.1
H -0.8518 -1.4601 -0.4480 0.0 0.0 -0.1
H -1.1762 -2.5120 0.7304 0.0 -0.1 -0.1
H 1.3617 2.6313 1.9367 0.1 0.0 0.2
H 1.1437 2.4725 0.1927 0.0 0.1 0.0
H 2.9672 0.9371 -0.8340 0.0 0.0 -0.1
H 1.3838 0.2128 -0.9040 -0.1 0.1 0.0
H 2.6083 -1.5229 -2.5788 -0.1 0.1 0.0
H 3.9083 -0.3553 -2.3347 0.2 0.0 0.0
H 4.1820 -2.0906 -2.0392 0.1 0.0 0.0
H 1.3473 -2.3996 -1.0122 0.0 0.0 -0.1
H 1.5431 -2.2572 0.7120 0.0 -0.1 0.0
H 2.6680 -3.2519 -0.2219 0.0 -0.1 0.0
C -5.1232 -1.5609 -1.3160 0.0 0.0 0.1
C -4.9646 -1.2721 -2.7941 0.0 0.0 0.1
O -4.0402 -0.2081 -3.0278 0.1 0.1 -0.1
H -5.4626 -0.6659 -0.7945 0.0 0.0 0.0
H -5.8418 -2.3647 -1.1461 0.0 0.0 0.0
H -4.1672 -1.8619 -0.8786 0.0 0.0 0.0
H -5.9080 -0.9476 -3.2306 0.0 0.0 0.0
H -4.6347 -2.1676 -3.3314 0.0 0.0 0.0
H -3.1945 -0.4756 -2.6559 0.0 0.0 0.0
C -6.7864 3.0232 -2.6830 0.0 -0.1 0.0
C -5.9945 3.0116 -1.3881 0.1 -0.1 -0.1
O -5.2354 1.8198 -1.2328 -0.1 0.2 0.2
H -7.4526 2.1612 -2.7260 0.0 0.0 0.0
H -7.3839 3.9320 -2.7701 0.0 0.0 0.0
H -6.1171 2.9706 -3.5444 0.0 0.0 0.0
H -6.6663 3.0508 -0.5313 0.0 0.0 0.0
H -5.3379 3.8878 -1.3370 0.0 0.0 0.0
H -4.6342 1.7288 -1.9807 -0.1 -0.3 -0.1
```
Forces are in eV/Å.

Summary:
Kohn-Sham gap (alpha / beta) = 8.738 / 9.930 eV
Net charge = 0
M = 426.42 g mol⁻¹
Multiplicity = 2

Atomic partial charges in e from the natural (NBO) method, atoms 1 to 4:
1. C -0.60
2. C 0.10
3. C -0.61
4. C -0.44

***

# 4
The following is a quantum chemistry calculation of a molecular structure, C35H41CrN4O2, from the OMol25 dataset.

Geometry as XYZ:
```
83
Properties=species:S:1:pos:R:3:forces:R:3
Cr -0.1768 -1.5113 -1.1976 0.0 -0.3 -0.1
O -1.1833 -5.1919 -2.0629 0.0 0.0 0.0
C -0.8034 -4.1110 -1.6378 0.0 0.0 0.0
N -0.2105 -3.0954 -2.3197 0.0 0.0 0.0
C -0.3649 -2.8537 -3.6879 0.0 0.0 0.0
C -0.8076 -3.7588 -4.6476 0.0 0.0 0.0
C -0.9397 -3.3449 -5.9708 0.0 0.0 0.0
C -0.6297 -2.0489 -6.3489 0.0 0.0 0.0
C -0.1800 -1.1358 -5.3968 0.0 0.0 0.0
C -0.0547 -1.5288 -4.0771 0.0 0.0 0.0
N 0.4226 -0.7292 -3.0079 0.0 0.0 0.0
C 1.6037 -0.1185 -3.1335 0.0 0.1 0.0
O 2.1710 0.3144 -4.1368 0.0 0.0 0.0
C 2.3619 -0.0860 -1.8141 0.0 0.0 0.0
C 3.5896 0.5443 -1.7062 0.0 0.0 0.0
C 4.3245 0.3632 -0.5475 0.0 0.0 0.0
C 3.8082 -0.4298 0.4664 0.0 0.0 0.0
C 2.5526 -0.9924 0.2996 0.0 0.0 0.0
N 1.8572 -0.8295 -0.8230 0.0 0.1 0.1
C -0.9954 -3.6678 -0.1675 0.0 0.0 0.0
C -2.3021 -4.0842 0.4148 0.0 0.0 0.0
C -3.3281 -3.3166 0.0328 0.0 0.0 0.0
C -3.2866 -2.1616 -0.8972 0.0 0.0 0.0
C -2.2525 -1.4416 -1.3873 0.0 0.0 0.0
N -0.3134 -2.7346 0.3469 0.0 0.0 0.0
H -1.0429 -4.7683 -4.3466 0.0 0.0 0.0
H -1.2894 -4.0539 -6.7125 0.0 0.0 0.0
H -0.7315 -1.7422 -7.3829 0.0 0.0 0.0
H 0.0842 -0.1239 -5.6704 0.0 0.0 0.0
H 3.9452 1.1194 -2.5495 0.0 0.0 0.0
H 5.2997 0.8222 -0.4385 0.0 0.0 0.0
H 4.3687 -0.6120 1.3724 0.0 0.0 0.0
H 2.0767 -1.6113 1.0523 0.0 0.0 0.0
H -2.4264 -4.9179 1.0951 0.0 0.0 0.0
H -4.3183 -3.5574 0.4122 0.0 0.0 0.0
H -4.2914 -1.8774 -1.2181 0.0 0.0 0.0
H -2.6059 -0.6701 -2.0835 0.0 0.0 0.0
C -0.9358 0.9804 0.6264 -0.1 0.1 0.1
C -0.5565 0.7182 1.9572 0.0 -0.2 -0.1
C 0.7424 1.4282 2.1900 0.0 0.1 0.0
C 0.9940 2.1275 1.0476 0.0 0.0 0.0
C -0.0654 1.9145 0.0769 0.1 0.0 0.0
C -0.3194 2.8205 -1.1022 0.0 0.0 0.0
C 0.9697 3.1741 -1.8503 0.0 0.0 0.0
C -1.3339 2.2304 -2.0799 0.0 0.0 0.0
C -0.9033 4.1202 -0.5100 0.0 0.0 0.0
C 1.6909 1.4754 3.3906 0.0 0.0 0.0
C 2.2711 0.0978 3.7480 0.0 0.0 0.0
C 2.8931 2.3735 3.0612 0.0 0.0 0.0
C 1.0243 2.0855 4.6322 0.0 0.0 0.0
C -1.5496 0.0699 2.9133 0.0 0.0 0.0
C -2.2771 1.2030 3.6658 0.0 0.0 0.0
C -0.9321 -0.9124 3.9135 0.0 0.0 0.0
C -2.6120 -0.7208 2.1386 0.1 0.0 0.0
H -1.8544 0.6403 0.1773 0.0 0.0 0.0
H 1.8505 2.7548 0.8628 0.0 0.0 0.0
H 1.4091 2.3066 -2.3388 0.0 0.0 0.0
H 1.7157 3.6125 -1.1841 0.0 0.0 0.0
H 0.7462 3.9079 -2.6283 0.0 0.0 0.0
H -0.9652 1.3083 -2.5289 0.0 0.0 0.0
H -1.5269 2.9483 -2.8811 0.0 0.0 0.0
H -2.2836 2.0165 -1.5866 0.0 0.0 0.0
H -1.1069 4.8320 -1.3142 0.0 0.0 0.0
H -0.2062 4.5821 0.1923 0.0 0.0 0.0
H -1.8362 3.9157 0.0187 0.0 0.0 0.0
H 2.7022 -0.3753 2.8693 0.0 0.0 0.0
H 1.5324 -0.5808 4.1607 0.0 0.0 0.0
H 3.0638 0.2194 4.4917 0.0 0.0 0.0
H 3.4551 1.9898 2.2075 0.0 0.0 0.0
H 3.5629 2.4031 3.9230 0.0 0.0 0.0
H 2.5834 3.3965 2.8413 0.0 0.0 0.0
H 0.2238 1.4648 5.0242 0.0 0.0 0.0
H 0.6122 3.0704 4.4022 0.0 0.0 0.0
H 1.7680 2.2025 5.4253 0.0 0.0 0.0
H -1.5999 1.8404 4.2320 0.0 0.0 0.0
H -3.0027 0.7682 4.3587 0.0 0.0 0.0
H -2.8178 1.8321 2.9564 0.0 0.0 0.0
H -0.3145 -0.4255 4.6630 0.0 0.0 0.0
H -0.3468 -1.6714 3.3918 0.0 0.0 0.0
H -1.7391 -1.4221 4.4442 0.0 0.0 0.0
H -3.2301 -0.0809 1.5096 0.0 0.0 0.0
H -3.2761 -1.2124 2.8542 0.0 0.0 0.0
H -2.1503 -1.4863 1.5142 0.0 0.0 0.1
```
Forces are in eV/Å.

Summary:
Kohn-Sham gap (alpha / beta) = 6.200 / 5.544 eV
Net charge = -1
M = 601.74 g mol⁻¹
Relative energy (zero: lowest compared OMol25 entry of this formula, charge and spin) = 0.8 kcal per mole
Multiplicity = 5

Atomic partial charges in e from the Mulliken method, atoms 1 to 4:
1. Cr -0.95
2. O -0.76
3. C 0.72
4. N 0.39